Formula: C2H5NO2
Source: the Open Molecules 2025 dataset
Level of theory: ωB97M-V with the def2-TZVPD basis set

Summary:
- Relative energy (zero: lowest compared OMol25 entry of this formula, charge and spin): 70.34 kcal per mole
- Charge: 0
- Kohn-Sham gap: 10.29 eV
- Highest occupied orbital energy: -10.0 eV
- LUMO energy: 0.254 eV
- Energy: -284.3553 a.u.
- Structure (SMILES): NCC(=O)O

Each line ends with the natural charge from an NBO analysis.
Positions of all 10 atoms, in Å:
O: 1.295 -1.008 0.647  -0.7176
O: 1.996 -0.272 -1.320  -0.5430
N: -1.469 0.514 0.516  -0.7941
C: -0.248 0.525 -0.377  -0.3760
C: 1.073 -0.399 -0.562  0.7820
H: 0.514 -1.337 1.148  0.4884
H: -0.629 0.385 -1.463  0.2041
H: -2.092 -0.312 0.415  0.3794
H: 0.238 1.414 -0.512  0.2285
H: -0.677 0.490 1.506  0.3482

Forces on the atoms, in the same order (eV/Å):
O 0.3 -1.6 0.3
O -1.9 -0.2 0.1
N 6.0 0.0 3.3
C -2.3 -3.4 -5.9
C -0.3 1.1 3.4
H 0.4 0.7 -0.9
H 0.1 0.4 1.4
H 1.3 0.3 0.4
H 0.7 2.9 0.7
H -4.3 -0.3 -2.7